DFT (the ωB97M-V functional and the def2-TZVPD basis) results for 10 unconnected molecules or ions with the total composition C20H40O40S10 at a distorted geometry.

Results
Structure (SMILES): O=S1(=O)OCCO1.O=S1(=O)OCCO1.O=S1(=O)OCCO1.O=S1(=O)OCCO1.O=S1(=O)OCCO1.O=S1(=O)OCCO1.O=S1(=O)OCCO1.O=S1(=O)OCCO1.O=S1(=O)OCCO1.O=S1(=O)OCCO1
Orbital gap: 9.979 eV
Energy relative to the best compared isomer or geometry (same formula, charge and spin): 1.504 eV
HOMO: -10.3 eV

Last columns: bonded neighbours and bond lengths (Å).
Cartesian coordinates (Å):
1 C 5.108 -1.670 4.884  C2 1.546, O7 1.380, H8 1.094, H9 1.096
2 C 4.436 -2.964 5.399  C1 1.546, O3 1.425, H10 1.089, H11 1.093
3 O 3.185 -3.070 4.724  C2 1.425, S4 1.631
4 S 3.219 -2.262 3.308  O3 1.631, O5 1.427, O6 1.430, O7 1.654
5 O 1.945 -1.678 3.041  S4 1.427
6 O 3.897 -3.039 2.316  S4 1.430
7 O 4.274 -1.145 3.918  C1 1.380, S4 1.654
8 H 6.158 -1.857 4.642  C1 1.094
9 H 5.181 -0.966 5.722  C1 1.096
10 H 4.140 -2.953 6.446  C2 1.089
11 H 4.997 -3.853 5.103  C2 1.093
12 C -1.502 -0.209 0.506  C13 1.558, O18 1.425, H19 1.092, H20 1.084
13 C -0.288 -1.115 0.871  C12 1.558, O14 1.442, H21 1.093, H22 1.079
14 O 0.654 -0.722 -0.148  C13 1.442, S15 1.622
15 S -0.093 -0.595 -1.583  O14 1.622, O16 1.422, O17 1.427, O18 1.661
16 O -0.201 -1.846 -2.252  S15 1.422
17 O 0.371 0.584 -2.240  S15 1.427
18 O -1.579 -0.270 -0.916  C12 1.425, S15 1.661
19 H -1.174 0.781 0.827  C12 1.092
20 H -2.431 -0.526 0.966  C12 1.084
21 H -0.484 -2.121 0.491  C13 1.093
22 H 0.069 -0.962 1.878  C13 1.079
23 C 2.481 -3.844 -0.709  C24 1.577, O29 1.429, H30 1.084, H31 1.092
24 C 3.022 -2.583 -1.484  C23 1.577, O25 1.407, H32 1.090, H33 1.088
25 O 4.201 -3.087 -2.063  C24 1.407, S26 1.607
26 S 4.968 -4.122 -1.103  O25 1.607, O27 1.434, O28 1.429, O29 1.631
27 O 5.642 -3.474 -0.016  S26 1.434
28 O 5.637 -5.056 -1.954  S26 1.429
29 O 3.568 -4.760 -0.563  C23 1.429, S26 1.631
30 H 1.635 -4.349 -1.162  C23 1.084
31 H 2.253 -3.434 0.278  C23 1.092
32 H 3.234 -1.682 -0.908  C24 1.090
33 H 2.336 -2.366 -2.300  C24 1.088
34 C -1.236 2.995 -2.606  C35 1.537, O40 1.459, H41 1.086, H42 1.084
35 C -2.250 3.920 -3.298  C34 1.537, O36 1.411, H43 1.092, H44 1.093
36 O -1.548 4.807 -4.141  C35 1.411, S37 1.623
37 S 0.043 4.661 -3.856  O36 1.623, O38 1.435, O39 1.438, O40 1.616
38 O 0.602 5.961 -3.619  S37 1.435
39 O 0.610 3.765 -4.828  S37 1.438
40 O -0.175 3.976 -2.409  C34 1.459, S37 1.616
41 H -0.903 2.224 -3.295  C34 1.086
42 H -1.542 2.510 -1.687  C34 1.084
43 H -2.827 4.503 -2.577  C35 1.092
44 H -2.967 3.279 -3.819  C35 1.093
45 C 1.797 2.152 1.226  C46 1.524, O51 1.436, H52 1.088, H53 1.094
46 C 2.492 1.523 2.428  C45 1.524, O47 1.421, H54 1.086, H55 1.090
47 O 3.717 1.002 1.932  C46 1.421, S48 1.644
48 S 4.093 1.707 0.495  O47 1.644, O49 1.422, O50 1.429, O51 1.606
49 O 3.855 0.778 -0.554  S48 1.422
50 O 5.361 2.349 0.643  S48 1.429
51 O 2.899 2.780 0.553  C45 1.436, S48 1.606
52 H 1.015 2.877 1.445  C45 1.088
53 H 1.303 1.477 0.521  C45 1.094
54 H 1.897 0.691 2.795  C46 1.086
55 H 2.626 2.303 3.178  C46 1.090
56 C 2.719 0.187 -4.761  C57 1.555, O62 1.411, H63 1.091, H64 1.088
57 C 3.218 0.660 -6.157  C56 1.555, O58 1.453, H65 1.086, H66 1.085
58 O 4.434 -0.107 -6.363  C57 1.453, S59 1.604
59 S 5.054 -0.679 -4.998  O58 1.604, O60 1.449, O61 1.424, O62 1.652
60 O 5.780 0.333 -4.258  S59 1.449
61 O 5.651 -1.963 -5.149  S59 1.424
62 O 3.551 -0.872 -4.341  C56 1.411, S59 1.652
63 H 1.749 -0.280 -4.936  C56 1.091
64 H 2.673 0.970 -4.007  C56 1.088
65 H 3.394 1.731 -6.172  C57 1.086
66 H 2.621 0.248 -6.965  C57 1.085
67 C -3.103 1.551 4.824  C68 1.533, O73 1.413, H74 1.089, H75 1.089
68 C -2.321 1.524 6.141  C67 1.533, O69 1.443, H76 1.085, H77 1.088
69 O -0.964 1.779 5.720  C68 1.443, S70 1.596
70 S -0.841 2.237 4.196  O69 1.596, O71 1.435, O72 1.428, O73 1.635
71 O -0.536 1.121 3.346  S70 1.435
72 O -0.074 3.432 4.048  S70 1.428
73 O -2.439 2.563 4.094  C67 1.413, S70 1.635
74 H -4.150 1.779 5.019  C67 1.089
75 H -3.068 0.613 4.272  C67 1.089
76 H -2.461 0.579 6.655  C68 1.085
77 H -2.581 2.417 6.705  C68 1.088
78 C -0.639 1.072 -7.237  C79 1.513, O84 1.436, H85 1.086, H86 1.093
79 C -1.985 0.542 -7.680  C78 1.513, O80 1.416, H87 1.091, H88 1.094
80 O -2.447 -0.286 -6.628  C79 1.416, S81 1.639
81 S -1.773 0.204 -5.217  O80 1.639, O82 1.422, O83 1.442, O84 1.612
82 O -0.918 -0.796 -4.678  S81 1.422
83 O -2.862 0.688 -4.406  S81 1.442
84 O -0.898 1.394 -5.862  C78 1.436, S81 1.612
85 H -0.280 1.966 -7.738  C78 1.086
86 H 0.129 0.297 -7.311  C78 1.093
87 H -1.922 0.000 -8.624  C79 1.091
88 H -2.644 1.376 -7.936  C79 1.094
89 C -5.214 0.416 -0.408  C90 1.553, O95 1.423, H96 1.086, H97 1.088
90 C -6.108 1.466 -1.123  C89 1.553, O91 1.415, H98 1.089, H99 1.090
91 O -6.560 2.373 -0.134  C90 1.415, S92 1.626
92 S -6.355 1.766 1.361  O91 1.626, O93 1.444, O94 1.415, O95 1.621
93 O -7.396 0.825 1.701  S92 1.444
94 O -6.111 2.812 2.282  S92 1.415
95 O -5.061 0.895 0.923  C89 1.423, S92 1.621
96 H -4.249 0.405 -0.907  C89 1.086
97 H -5.707 -0.553 -0.365  C89 1.088
98 H -6.927 1.030 -1.693  C90 1.089
99 H -5.523 2.028 -1.852  C90 1.090
100 C -3.855 -2.212 6.271  C101 1.543, O106 1.415, H107 1.091, H108 1.094
101 C -2.957 -3.430 6.576  C100 1.543, O102 1.414, H109 1.090, H110 1.091
102 O -1.968 -3.432 5.566  C101 1.414, S103 1.626
103 S -2.559 -2.711 4.233  O102 1.626, O104 1.422, O105 1.428, O106 1.635
104 O -3.397 -3.650 3.571  S103 1.422
105 O -1.608 -2.053 3.396  S103 1.428
106 O -3.396 -1.593 5.085  C100 1.415, S103 1.635
107 H -3.942 -1.503 7.096  C100 1.091
108 H -4.900 -2.512 6.145  C100 1.094
109 H -3.515 -4.360 6.682  C101 1.090
110 H -2.483 -3.310 7.551  C101 1.091